Molecular formula: C19H36Br2NO9PS
Method: DFT, ωB97M-V/def2-TZVPD

Output
frontier orbital gap	3.375	eV
LUMO	3.49	eV

```
! RIJCOSX wB97M-V def2-TZVPD def2/J DEFGRID3
* xyz -2 1
C 6.30 -1.29 -1.81
C 5.07 -2.16 -1.25
C 3.73 -1.60 -1.97
O 2.62 -2.16 -1.24
C 1.41 -1.34 -1.42
C 0.91 -0.69 -0.03
C 0.91 -1.96 0.89
C 0.06 -2.12 2.19
O 0.64 -3.29 2.90
C -0.37 -4.27 3.16
C -0.54 -5.29 1.91
C 2.19 0.25 0.29
O 3.10 0.11 1.11
O 1.97 1.29 -0.67
C 0.53 1.49 -0.94
Br 0.39 1.72 -2.92
P 0.48 3.41 -0.46
O -0.02 4.35 -1.79
Br 2.58 4.16 -0.02
C -0.28 0.43 -0.09
C -0.49 1.20 1.34
C -1.81 2.17 1.36
N -1.46 3.40 2.14
C -1.50 -0.45 -0.60
C -2.64 -0.78 0.51
C -2.33 0.11 -1.86
C -3.76 -0.54 -2.12
C -4.98 0.45 -1.68
H 6.75 -1.72 -2.76
H 5.96 -0.22 -2.01
H 7.13 -1.22 -1.03
H 5.20 -3.28 -1.44
H 4.97 -1.91 -0.13
H 3.78 -0.46 -1.80
H 3.72 -1.82 -3.09
H 0.63 -2.08 -1.84
H 1.67 -0.63 -2.25
H 2.00 -2.17 1.21
H 0.65 -2.87 0.23
H -0.99 -2.47 1.92
H 0.11 -1.29 2.97
H -1.36 -3.86 3.54
H 0.04 -4.93 4.02
H 0.52 -5.63 1.66
H -1.12 -6.23 2.20
H -0.96 -4.77 0.99
H -0.97 4.23 -1.99
H -0.74 0.46 2.18
H 0.45 1.73 1.71
H -2.22 2.38 0.33
H -2.66 1.67 1.95
H -1.31 4.23 1.54
H -0.67 3.24 2.78
H -1.21 -1.51 -0.93
H -3.38 0.11 0.51
H -3.19 -1.76 0.29
H -2.26 -0.84 1.57
H -1.71 -0.17 -2.78
H -2.34 1.26 -1.85
H -3.90 -1.60 -1.75
H -3.88 -0.61 -3.26
H -5.76 0.55 -2.50
H -5.40 0.22 -0.65
H -4.49 1.48 -1.59
O -1.69 7.35 2.40
S -1.16 7.19 1.03
O -2.27 7.30 0.05
O -0.53 5.85 0.89
O -0.15 8.23 0.75
*
```

Löwdin atomic charge list, values in e, 6 entries: -0.138 -0.200 -0.220 -0.189 -0.142 -0.215

Molecular formula: C19H36CrN3O5P2
Method: DFT, ωB97M-V/def2-TZVPD

Output
frontier orbital gap (alpha / beta)	6.666 / 6.533	eV
LUMO (alpha / beta)	0.36 / 0.37	eV

```
! RIJCOSX wB97M-V def2-TZVPD def2/J DEFGRID3
* xyz 0 4
C -0.77 0.73 -4.17
C -0.84 0.28 -2.84
N -0.03 0.85 -1.88
C 0.74 1.91 -2.19
C 0.76 2.44 -3.48
C 0.00 1.84 -4.49
C -1.71 -0.80 -2.43
P -2.08 -0.82 -0.71
Cr -0.06 -0.09 0.03
P 1.81 1.43 0.28
C 1.62 2.56 -1.13
O -0.48 -3.12 -2.99
O 0.40 -3.39 -0.75
H -1.37 0.21 -4.90
H 1.38 3.31 -3.66
H 0.01 2.24 -5.50
C -3.42 0.33 -0.45
C -2.57 -2.44 -0.13
H 2.61 2.79 -1.53
H 1.16 3.48 -0.75
H -0.91 -2.24 -2.84
H -2.57 -0.97 -3.09
C 2.33 2.32 1.76
C 3.21 0.36 -0.17
H 0.65 -2.33 -0.44
H 1.07 -4.02 -0.41
H 0.14 -3.35 -1.74
H 0.18 -2.93 -3.67
H 0.26 1.40 0.79
H 0.84 -1.23 -0.52
H -4.34 -0.10 -0.87
H -3.50 0.48 0.62
H -3.19 1.27 -0.95
H -3.38 -2.83 -0.76
H -1.72 -3.14 -0.13
H -2.92 -2.32 0.91
H 4.16 0.88 0.03
H 3.15 -0.57 0.41
H 3.16 0.10 -1.24
H 3.24 2.91 1.56
H 1.51 2.98 2.08
H 2.52 1.57 2.54
C -3.16 -0.46 5.08
C -1.97 -1.40 5.02
C -0.67 -0.89 4.33
C -0.09 0.41 4.96
C -0.84 1.70 4.75
C 0.37 -2.00 4.53
O 0.50 -2.64 5.57
N 1.23 -2.24 3.47
C 1.16 -1.75 2.17
O 1.99 -2.14 1.33
N 0.10 -0.91 1.90
C -0.90 -0.67 2.83
O -1.99 -0.21 2.40
H -3.09 0.23 5.92
H -4.07 -1.07 5.22
H -3.26 0.08 4.13
H -1.70 -1.71 6.04
H -2.27 -2.32 4.49
H 0.02 0.20 6.04
H 0.94 0.52 4.58
H -1.89 1.62 5.07
H -0.37 2.49 5.35
H -0.81 2.02 3.70
H 1.98 -2.90 3.64
*
```

Löwdin atomic charge list, values in e, 6 entries: -0.041 -0.346 -0.002 -0.311 -0.062 -0.063

Molecular formula: C19H36F4N2O23PdS4
Method: DFT, ωB97M-V/def2-TZVPD

Output
frontier orbital gap (alpha / beta)	8.586 / 6.732	eV
LUMO (alpha / beta)	-1.97 / -3.82	eV

```
! RIJCOSX wB97M-V def2-TZVPD def2/J DEFGRID3
* xyz 0 3
Pd -1.72 20.83 21.04
N -2.18 20.75 19.00
S -2.61 19.71 17.97
O -1.57 19.09 17.09
O -4.09 19.69 17.69
F -2.62 18.44 19.08
S -2.18 21.87 17.70
O -3.43 22.33 17.20
O -1.03 21.76 16.80
F -1.89 23.15 18.58
N -1.24 19.02 21.82
S -1.46 18.60 23.49
O -0.46 19.08 24.44
O -2.50 17.70 23.92
F -2.42 19.95 23.51
S -0.68 17.70 21.53
O -1.62 16.57 21.37
O 0.61 17.42 22.04
F -0.30 17.84 19.95
C -5.19 19.68 25.07
C -6.52 19.09 25.42
O -7.31 20.22 25.68
C -6.63 21.32 25.66
O -7.05 22.42 25.91
O -5.35 21.00 25.38
H -4.95 19.56 24.01
H -4.35 19.27 25.63
H -6.24 18.49 26.28
H -6.92 18.55 24.56
C -1.17 22.50 25.63
C -2.27 23.15 24.75
O -1.68 24.12 23.93
C -1.14 23.84 22.76
O -1.30 22.78 22.10
O -0.37 24.82 22.41
C 0.38 24.73 21.29
H -1.44 21.68 26.29
H -0.77 23.30 26.25
H -0.33 22.10 25.06
H -2.91 23.60 25.51
H -2.85 22.35 24.28
H 1.07 25.57 21.29
H -0.23 24.76 20.39
H 0.92 23.78 21.23
C -10.18 16.59 19.12
C -8.99 15.72 19.55
O -7.79 16.41 19.47
C -6.90 16.35 20.42
O -6.99 15.84 21.52
O -5.73 16.83 20.00
C -4.60 16.74 20.87
H -10.15 16.55 18.03
H -10.25 17.62 19.46
H -11.15 16.12 19.31
H -8.77 14.81 19.00
H -9.21 15.29 20.53
H -3.78 17.32 20.43
H -4.23 15.73 21.02
H -4.77 17.08 21.89
C -6.75 19.50 21.63
C -6.42 20.61 20.62
O -6.10 21.75 21.38
C -4.74 22.15 21.58
O -3.80 21.35 21.43
O -4.64 23.39 22.00
C -5.75 24.27 22.08
H -7.31 18.71 21.11
H -7.37 19.91 22.43
H -5.90 18.96 22.03
H -7.27 20.96 20.03
H -5.77 20.33 19.80
H -5.89 24.41 23.15
H -6.72 23.93 21.73
H -5.63 25.20 21.53
C 2.19 19.69 16.85
C 1.56 20.15 18.22
O 2.34 20.78 19.20
C 1.78 21.08 20.34
O 0.55 21.18 20.54
O 2.69 21.20 21.26
C 2.36 20.93 22.57
H 1.47 19.37 16.09
H 2.92 18.90 17.03
H 2.80 20.42 16.32
H 1.05 19.24 18.54
H 0.71 20.80 18.02
H 1.33 21.14 22.86
H 2.91 21.60 23.24
H 2.68 19.96 22.93
*
```

Löwdin atomic charge list, values in e, 6 entries: 1.216 -0.363 0.546 -0.253 -0.267 -0.269

Molecular formula: C19H36F8NNbO6PS
Method: DFT, ωB97M-V/def2-TZVPD

Output
frontier orbital gap	5.603	eV
LUMO	1.87	eV

```
! RIJCOSX wB97M-V def2-TZVPD def2/J DEFGRID3
* xyz -1 1
C 5.37 -4.70 -0.48
O 3.98 -4.80 -0.96
C 3.03 -4.16 -0.03
Nb 2.48 -2.06 -0.81
O 2.07 -0.04 -1.43
S 1.69 -1.39 1.47
C 0.46 -2.77 -1.52
C -0.67 -3.04 -0.38
C -1.81 -1.85 -0.24
C -1.23 -0.33 -0.45
C -2.45 0.80 -0.60
C -1.74 2.24 -0.14
O -0.35 2.35 -0.71
C -0.40 2.84 -2.09
C 1.08 3.24 -2.77
O -1.54 2.95 -2.82
C 3.33 -2.61 -2.86
C 3.20 -1.43 -4.00
C 4.60 -0.98 -4.77
N 2.05 -0.80 -4.40
P 4.82 -1.22 -0.15
C 4.74 0.36 0.93
O 5.69 -0.72 -1.60
H 5.80 -5.76 -0.14
H 5.54 -3.96 0.41
H 6.03 -4.33 -1.38
H 2.01 -4.77 -0.04
H 3.44 -4.02 1.06
H 1.88 0.53 -0.61
H 1.88 -2.40 2.43
H 0.63 -3.81 -2.08
H -0.05 -2.07 -2.35
H -0.23 -3.38 0.68
H -1.29 -4.00 -0.75
H -2.48 -1.96 0.75
H -2.58 -2.04 -1.13
H -0.61 0.05 0.49
H -0.55 -0.18 -1.39
H -3.28 0.54 0.18
H -2.83 0.83 -1.72
H -1.56 2.17 1.04
H -2.40 3.18 -0.36
H 1.60 4.11 -2.17
H 0.95 3.53 -3.92
H 1.84 2.33 -2.75
H 2.67 -3.53 -3.25
H 4.46 -2.94 -2.79
H 4.53 0.18 -4.97
H 5.54 -1.30 -4.15
H 4.55 -1.51 -5.84
H 1.27 -1.21 -3.85
H 4.21 1.24 0.35
H 4.28 0.15 1.99
H 5.87 0.71 1.11
H 5.42 0.24 -1.85
C -5.97 3.79 2.84
C -5.56 2.46 2.20
C -6.10 1.22 2.90
F -5.67 1.12 4.18
F -5.68 0.09 2.27
F -4.20 2.42 2.10
F -6.02 2.46 0.91
O -5.02 4.39 3.72
C -5.06 3.92 5.07
C -3.76 3.21 5.48
F -3.50 2.14 4.69
F -3.85 2.74 6.75
F -6.16 3.15 5.24
F -5.24 5.03 5.84
H -6.06 4.51 2.01
H -6.98 3.76 3.28
H -7.20 1.21 2.89
H -2.91 3.89 5.42
*
```

Löwdin atomic charge list, values in e, 6 entries: -0.179 -0.362 -0.403 1.381 -0.527 0.217

Molecular formula: C19H36F9N7O20
Method: DFT, ωB97M-V/def2-TZVPD

Output
frontier orbital gap	10.748	eV
SMILES	CCOC(=O)C(F)(F)F.CCOC(=O)C(F)(F)F.CCOC(=O)C(F)(F)F.C[N+](=O)[O-].C[N+](=O)[O-].C[N+](=O)[O-].C[N+](=O)[O-].C[N+](=O)[O-].C[N+](=O)[O-].C[N+](=O)[O-]
LUMO	-0.05	eV

```
! RIJCOSX wB97M-V def2-TZVPD def2/J DEFGRID3
* xyz 0 1
C 33.62 13.48 0.31
C 33.86 14.28 1.56
O 34.76 13.60 2.46
C 34.99 14.15 3.63
O 34.50 15.18 3.99
C 35.87 13.27 4.52
F 35.15 12.76 5.56
F 36.41 12.24 3.88
F 36.85 14.00 5.08
H 32.63 13.65 -0.11
H 33.76 12.40 0.37
H 34.37 13.75 -0.44
H 32.93 14.48 2.10
H 34.38 15.20 1.29
C 36.86 24.01 -2.58
C 37.24 24.13 -1.10
O 37.06 22.79 -0.59
C 37.39 22.55 0.67
O 37.51 23.40 1.51
C 37.49 21.03 0.99
F 37.00 20.29 0.01
F 38.78 20.74 1.17
F 36.82 20.78 2.10
H 36.09 23.24 -2.63
H 37.65 23.63 -3.23
H 36.38 24.91 -2.98
H 36.63 24.80 -0.51
H 38.30 24.37 -1.07
C 36.72 20.40 -7.20
C 37.24 21.51 -6.30
O 38.15 21.10 -5.27
C 37.68 20.60 -4.16
O 36.52 20.60 -3.85
C 38.67 19.95 -3.18
F 39.85 19.70 -3.73
F 38.87 20.79 -2.14
F 38.12 18.85 -2.67
H 36.17 19.73 -6.52
H 37.56 19.75 -7.48
H 36.08 20.73 -8.00
H 36.48 22.14 -5.83
H 37.86 22.18 -6.90
C 37.16 14.81 0.06
N 38.44 14.85 -0.69
O 38.77 15.90 -1.17
O 39.02 13.79 -0.76
H 36.45 14.52 -0.72
H 36.84 15.78 0.43
H 37.16 14.02 0.80
C 37.94 15.83 -4.46
N 37.93 17.02 -5.36
O 36.98 17.75 -5.35
O 38.89 17.18 -6.07
H 36.90 15.56 -4.25
H 38.33 16.13 -3.49
H 38.38 14.98 -4.97
C 30.25 16.60 -1.88
N 31.37 16.33 -2.82
O 32.31 17.09 -2.76
O 31.29 15.34 -3.52
H 29.86 17.60 -2.06
H 30.70 16.54 -0.89
H 29.41 15.91 -1.97
C 32.90 22.64 1.15
N 33.32 21.90 -0.09
O 34.10 20.98 0.04
O 32.72 22.15 -1.11
H 32.38 21.83 1.66
H 32.25 23.43 0.80
H 33.71 22.98 1.78
C 35.05 18.61 -2.18
N 35.12 17.34 -1.45
O 35.24 16.34 -2.11
O 34.93 17.37 -0.25
H 34.08 19.06 -2.38
H 35.41 18.47 -3.20
H 35.60 19.40 -1.68
C 35.65 17.89 3.15
N 37.13 17.84 3.24
O 37.65 16.82 2.80
O 37.73 18.84 3.57
H 35.20 17.23 2.42
H 35.36 18.87 2.79
H 35.39 17.56 4.16
C 33.60 17.38 -7.61
N 33.40 18.46 -6.58
O 34.01 18.39 -5.54
O 32.59 19.33 -6.82
H 32.59 16.99 -7.68
H 34.21 16.65 -7.08
H 34.04 17.85 -8.48
*
```

Löwdin atomic charge list, values in e, 6 entries: -0.047 -0.178 0.035 -0.400 0.147 -0.518

Molecular formula: C19H36IrSbSe3
Method: DFT, ωB97M-V/def2-TZVPD

Output
frontier orbital gap (alpha / beta)	7.012 / 7.012	eV
LUMO (alpha / beta)	-7.46 / -7.46	eV

```
! RIJCOSX wB97M-V def2-TZVPD def2/J DEFGRID3
* xyz 2 1
Ir 0.07 -0.04 -0.23
C 3.48 -0.30 -0.34
Se 1.95 -1.48 -0.43
C 2.15 -2.28 1.36
C 1.99 -1.24 2.44
Se 0.27 -0.33 2.25
C 0.81 1.35 3.05
H 4.34 -0.90 -0.01
H 3.29 0.53 0.34
H 3.66 0.07 -1.34
H 3.14 -2.74 1.37
H 1.40 -3.07 1.42
H 2.77 -0.48 2.39
H 2.01 -1.70 3.43
H 1.10 1.15 4.08
H -0.06 2.01 3.04
H 1.62 1.79 2.48
C -4.04 -0.37 -1.09
C -3.24 -1.50 -1.72
Sb -1.51 -2.03 -0.60
C -0.60 -3.63 -1.67
C -1.58 -4.74 -2.03
C -2.26 -2.83 1.23
C -3.58 -3.58 1.05
H -4.94 -0.18 -1.66
H -3.46 0.56 -1.06
H -4.35 -0.60 -0.07
H -2.89 -1.25 -2.72
H -3.83 -2.42 -1.79
H 0.22 -4.01 -1.06
H -0.16 -3.18 -2.56
H -1.98 -5.23 -1.14
H -1.07 -5.50 -2.62
H -2.42 -4.37 -2.63
H -2.35 -2.00 1.93
H -1.47 -3.49 1.62
H -4.37 -2.91 0.70
H -3.90 -3.99 2.00
H -3.49 -4.40 0.34
C 2.67 5.22 1.07
C 1.88 4.18 0.33
C 0.57 3.89 0.68
C -0.19 2.95 -0.02
C -1.64 2.79 0.34
C 0.42 2.25 -1.10
Se -0.65 1.06 -2.18
C 1.75 2.58 -1.49
C 2.36 2.06 -2.76
C 2.45 3.51 -0.75
H 2.11 5.63 1.91
H 2.92 6.05 0.40
H 3.61 4.82 1.44
H 0.10 4.44 1.49
H -1.93 3.52 1.10
H -1.90 1.79 0.70
H -2.27 2.95 -0.54
H 2.02 1.06 -3.03
H 3.45 2.07 -2.71
H 2.08 2.72 -3.58
H 3.46 3.77 -1.06
*
```

Löwdin atomic charge list, values in e, 6 entries: 0.261 -0.291 0.929 -0.468 -0.477 0.927